ORCA calculation (ωB97M-V with the def2-TZVPD basis set) on a structure of composition C5H15FNaO3PS.

Geometry as XYZ:
```
27
Properties=species:S:1:pos:R:3:forces:R:3
C 2.52689 1.26734 0.07025 0.64 0.66 0.33
O 2.99524 0.01383 -0.35148 -0.60 0.22 -0.63
C 1.93149 -0.79518 -0.87355 0.73 -0.96 1.10
C 1.29968 -1.57796 0.30625 -0.23 -0.16 -0.69
C -0.09242 -2.19189 0.01166 -0.09 0.82 0.87
C -1.19670 -1.18171 -0.41371 -0.18 -0.49 -0.42
P -1.30416 0.31989 0.75462 1.88 -2.94 1.63
S -2.39433 1.48716 -0.82146 -2.03 -1.03 -4.60
O -1.69025 1.54210 -2.11578 -0.60 0.56 2.24
O -3.80647 1.08245 -0.95151 1.96 1.15 0.89
F -2.40126 3.12343 -0.24804 -0.07 0.18 0.27
H 3.38830 1.94677 0.06763 -0.10 -0.12 0.09
H 1.77612 1.70600 -0.60008 0.03 -0.24 0.01
H 2.12958 1.24785 1.09863 -0.09 -0.07 -0.20
H 2.44444 -1.52079 -1.51236 -0.31 0.21 -0.29
H 1.21616 -0.19001 -1.43783 0.06 -0.07 0.02
H 1.29932 -0.92336 1.18253 -0.26 -0.07 -0.13
H 1.96242 -2.41334 0.56557 0.05 0.23 -0.07
H 0.00896 -2.99643 -0.72311 -0.10 0.13 -0.03
H -0.43583 -2.64842 0.95184 0.14 -0.13 -0.23
H -2.16582 -1.70763 -0.39555 0.19 0.17 0.00
H -1.02250 -0.90977 -1.46400 -0.10 0.28 0.26
H -0.06969 0.80016 0.19435 -0.37 0.45 -0.04
H -1.29047 1.53858 1.61749 -0.32 0.52 0.40
H -2.59007 -0.08229 1.27383 -0.17 0.62 -0.27
H -0.66591 -0.38927 1.83498 0.06 0.20 -0.07
Na -1.85273 3.45250 1.97885 -0.12 -0.10 -0.45
```
Positions in Å, forces in eV/Å.

Its HOMO-LUMO gap is 6.72 eV. The value obtained for the LUMO energy is -1.61 eV. The calculation puts the HOMO energy at -8.322 eV. Its net charge is 0. Its electronic energy is -1426.7922 Eh.


ORCA calculation (ωB97M-V with the def2-TZVPD basis set) on an isolated molecule of C16H26N4O2S.

Geometry as XYZ:
```
49
Properties=species:S:1:pos:R:3:forces:R:3
C 7.77265 -1.06975 1.46004 0.12 0.19 -0.09
C 7.75326 -0.17539 0.21891 0.15 -0.25 0.02
C 8.09504 -0.97855 -1.03692 0.09 0.19 0.13
C 6.41639 0.45836 0.07293 -0.50 -0.46 -0.11
N 6.20197 1.72196 0.12904 1.49 0.11 0.21
N 4.92920 2.07260 -0.02131 -1.66 0.53 -0.19
C 4.14911 1.05906 -0.19671 0.74 -0.79 0.07
N 2.79586 1.17753 -0.37351 -0.22 0.27 -0.03
C 1.97797 0.09783 -0.56828 -0.45 0.40 -0.18
O 2.40877 -1.03218 -0.59664 -0.10 -0.32 0.00
C 0.51484 0.45352 -0.69254 0.04 -0.18 0.14
C -0.08027 0.65570 0.70947 -0.19 0.20 -0.13
C -1.55275 1.03409 0.57416 0.57 -0.31 0.20
O -1.92785 2.18647 0.56054 -0.06 0.49 -0.05
N -2.37509 -0.02285 0.43236 -0.23 -0.31 0.07
C -3.80999 0.10264 0.24406 -0.02 -0.09 -0.04
C -4.52207 -0.56901 1.42462 -0.13 0.04 -0.12
C -6.00450 -0.87771 1.20142 0.08 0.18 0.13
C -6.77719 0.20424 0.44401 -0.17 -0.31 -0.09
C -6.74371 0.00359 -1.07097 0.08 0.32 0.00
C -5.40073 0.31511 -1.72605 -0.16 -0.33 -0.01
C -4.21652 -0.44468 -1.13007 0.00 0.39 -0.06
S 4.95255 -0.48796 -0.19201 0.42 0.77 0.10
H 7.04523 -1.87250 1.35690 -0.05 -0.12 0.05
H 7.53097 -0.49228 2.34936 -0.03 -0.01 0.10
H 8.75922 -1.50794 1.58803 0.09 -0.10 0.04
H 8.47802 0.63527 0.34319 -0.14 -0.02 -0.02
H 7.37411 -1.78133 -1.17843 -0.03 -0.12 -0.07
H 8.07951 -0.33773 -1.91549 -0.01 0.00 -0.11
H 9.08669 -1.41389 -0.94245 0.09 -0.09 -0.03
H 2.42818 2.11871 -0.35311 0.00 -0.10 -0.03
H 0.38796 1.36534 -1.27822 -0.02 0.00 -0.02
H 0.00533 -0.36860 -1.19741 0.11 0.07 -0.03
H 0.03416 -0.25647 1.29700 0.04 -0.01 0.01
H 0.43210 1.47273 1.21930 -0.10 -0.05 0.03
H -1.99618 -0.95665 0.45889 0.09 0.09 0.06
H -3.99754 1.18057 0.26112 0.00 -0.16 -0.02
H -4.41265 0.08346 2.29332 0.07 -0.03 0.05
H -4.00785 -1.50659 1.65630 0.06 0.01 0.05
H -6.10852 -1.82022 0.66027 -0.04 -0.06 0.02
H -6.45887 -1.02578 2.18339 0.00 -0.09 -0.03
H -6.39310 1.19153 0.70178 -0.04 0.16 0.06
H -7.82223 0.16751 0.76041 0.02 0.09 0.03
H -7.02134 -1.03028 -1.29231 -0.06 -0.04 -0.02
H -7.49923 0.64683 -1.52847 -0.05 -0.06 -0.04
H -5.47613 0.07095 -2.78850 0.02 0.09 -0.02
H -5.19978 1.38603 -1.65053 0.03 0.06 -0.05
H -3.36397 -0.32279 -1.80349 -0.01 -0.06 0.05
H -4.44101 -1.51048 -1.06739 0.03 -0.15 -0.04
```
Positions in Å, forces in eV/Å.

Its HOMO-LUMO gap is 9.64 eV. The value obtained for the LUMO energy is 0.58 eV. The value obtained for the relative energy (zero: lowest compared OMol25 entry of this formula, charge and spin) is 31.1 kcal/mol. The calculation puts the HOMO energy at -9.064 eV. Its net charge is 0. Its electronic energy is -1393.0125 Eh. As for the SMILES: CC(C)c1nnc(NC(=O)CCC(=O)NC2CCCCCC2)s1.


ORCA calculation (ωB97M-V with the def2-TZVPD basis set) on a cluster of 17 separate species, C45H63IN20OS in total.

Geometry as XYZ:
```
131
Properties=species:S:1:pos:R:3:forces:R:3
C -2.61337 -0.83741 1.44946 0.18 -0.21 1.27
C -4.05564 -0.12624 1.53562 0.07 -1.19 0.86
N -4.45284 0.65445 0.31241 1.92 0.10 -1.34
C -3.43015 0.64398 -0.74774 2.01 -0.58 -3.26
C -2.45424 1.90372 -0.79992 1.89 -1.11 -3.13
C -1.34661 2.11389 -1.84956 -2.18 -2.03 0.85
C -0.39390 3.38895 -1.93942 -0.19 0.42 -0.85
C -0.91733 4.29689 -3.21294 -5.80 -0.60 1.44
O -2.16581 4.44927 -3.33299 6.01 -0.27 -0.03
I 0.45014 5.23405 -4.66126 -0.45 -0.47 0.69
C -1.16890 0.98652 -2.94987 -0.45 0.34 0.60
N -0.20018 1.03691 -4.02423 -4.62 -3.13 2.72
S -0.56388 -0.44060 -4.84747 -1.16 0.86 1.93
N -1.85742 -1.16723 -4.00141 1.05 4.16 2.45
C -2.15097 -0.28081 -2.89590 0.98 0.20 -1.17
C -3.28637 -0.49036 -1.82053 0.71 3.34 1.47
C -4.29856 -1.72322 -1.77110 0.04 -0.16 0.52
C -3.61295 -3.15039 -1.54713 0.41 -1.83 2.40
C -2.83636 -4.00663 -2.65847 -1.05 0.10 -0.17
N -3.71841 -3.69430 -0.32846 0.20 1.43 -3.36
H -1.72766 -0.08990 1.40635 -1.58 -1.14 -0.27
H -2.46732 -1.39736 2.45387 -0.40 0.91 -1.73
H -2.55148 -1.64526 0.63830 -0.15 1.49 1.08
H -4.82748 -0.98038 1.68972 1.25 1.37 -0.22
H -4.13752 0.55624 2.45923 0.31 -1.09 -1.42
H -4.63125 1.64581 0.52718 0.18 -0.84 0.03
H -2.58932 2.71851 -0.00882 0.20 -1.33 -1.24
H -0.48336 4.08791 -1.00802 0.22 -1.39 -1.82
H 0.70911 3.15019 -2.17194 -1.88 0.05 0.71
H -5.00950 -1.78901 -2.67513 1.38 0.29 1.04
H -4.98580 -1.54731 -0.85423 1.31 -0.28 -1.47
H -1.75458 -4.24410 -2.31985 -1.83 0.62 -0.65
H -2.88675 -3.47911 -3.67050 0.45 -0.74 1.44
H -3.38343 -5.03205 -2.78661 1.06 2.10 0.46
H -3.25618 -4.62699 -0.34223 -0.26 0.72 -0.09
C -5.07954 -6.97578 1.54091 -0.31 0.01 0.21
C -3.87555 -7.11766 0.71865 0.00 0.04 -0.01
N -2.92910 -7.21971 0.07022 -0.34 -0.04 0.29
H -5.07899 -6.03484 2.09647 0.17 -0.03 -0.20
H -5.98692 -6.99103 0.93232 0.22 0.04 -0.09
H -5.16646 -7.78382 2.27214 0.20 0.00 -0.13
C 3.26454 4.57860 0.48803 0.07 -0.04 -0.06
C 2.93171 3.48119 -0.42702 -0.02 0.00 -0.18
N 2.66947 2.61726 -1.14543 0.26 0.45 0.43
H 3.24468 4.25444 1.53102 -0.19 -0.12 -0.64
H 4.26304 4.97842 0.29326 -0.05 -0.24 -0.10
H 2.56130 5.40653 0.39399 0.06 -0.31 -0.17
C 5.58249 3.04718 3.70109 -0.17 -0.03 -0.27
C 4.65929 4.15568 3.44246 -0.07 0.06 0.25
N 3.93404 5.02847 3.23870 0.57 -0.30 0.61
H 5.52094 2.28202 2.92247 -0.17 0.19 -0.04
H 6.62052 3.38708 3.73969 -0.61 0.05 -0.16
H 5.36703 2.55757 4.65354 -0.06 0.23 -0.07
C -1.23924 -9.61432 -1.99472 0.14 0.21 0.21
C -1.89489 -10.70632 -2.72020 -0.01 -0.05 -0.07
N -2.41017 -11.56458 -3.29093 0.20 0.41 0.23
H -1.94151 -9.07924 -1.35019 -0.05 -0.08 -0.18
H -0.43027 -9.98262 -1.35869 -0.13 -0.19 -0.14
H -0.80458 -8.88012 -2.67709 -0.19 -0.16 -0.07
C 0.02779 7.55874 1.92818 0.02 -0.17 -0.13
C 0.27562 6.63672 0.81523 -0.19 -0.04 -0.16
N 0.47109 5.91180 -0.05920 -0.25 0.54 0.46
H 0.00647 8.59729 1.59224 0.09 -0.25 -0.18
H -0.92974 7.35486 2.41329 0.11 -0.15 -0.17
H 0.80096 7.48183 2.69336 -0.04 -0.19 -0.32
C 2.41170 1.15730 -7.13188 -0.03 0.19 0.24
C 2.66909 0.24202 -8.24782 0.02 -0.08 -0.10
N 2.87131 -0.47692 -9.12431 -0.09 0.34 0.41
H 2.38701 2.19837 -7.46289 0.01 -0.19 -0.15
H 1.45329 0.94714 -6.65188 0.08 -0.09 -0.17
H 3.18343 1.08040 -6.36214 -0.02 -0.14 -0.18
C -0.78451 11.46503 3.98415 -0.16 0.29 -0.01
C -0.07989 10.18010 4.01941 0.09 -0.09 0.09
N 0.47380 9.17060 4.04710 -0.28 0.94 0.46
H -1.77191 11.36945 3.52585 0.15 -0.19 0.03
H -0.93038 11.87083 4.98810 0.12 -0.23 -0.04
H -0.23059 12.21127 3.40949 0.09 -0.24 0.03
C -4.33808 -8.43281 -5.29479 -0.17 -0.14 -0.14
C -3.60366 -7.62115 -4.31996 0.08 0.03 0.03
N -3.02684 -6.98400 -3.55234 -0.22 -0.67 -0.49
H -3.67784 -9.13076 -5.81553 0.10 0.13 0.22
H -5.12232 -9.02427 -4.81701 0.15 0.15 0.08
H -4.81837 -7.81194 -6.05495 0.10 0.10 0.21
C 8.75896 4.94987 6.40247 -0.31 0.27 0.01
C 8.42811 3.85074 5.49295 0.25 -0.09 0.12
N 8.16821 2.98624 4.77465 0.83 0.38 0.63
H 8.74163 4.62813 7.44671 -0.04 -0.16 -0.19
H 9.75904 5.34863 6.20203 -0.49 -0.29 0.01
H 8.05084 5.78075 6.30763 0.05 -0.71 -0.08
C -7.93039 -1.78642 0.60731 0.02 0.29 -0.10
C -8.00748 -3.15606 1.12431 0.03 -0.13 0.04
N -8.06643 -4.23195 1.53027 0.04 0.48 -0.20
H -8.90404 -1.29107 0.63500 0.03 -0.24 0.08
H -7.23793 -1.17473 1.19107 -0.01 -0.23 0.03
H -7.58551 -1.76719 -0.42940 0.00 -0.21 0.13
C -5.52164 -11.50434 -8.27703 0.14 -0.15 -0.25
C -6.21804 -10.87580 -7.15065 -0.08 0.03 0.09
N -6.76492 -10.38208 -6.26563 0.27 -0.23 -0.45
H -6.00041 -11.26470 -9.22958 -0.09 0.09 0.22
H -4.48269 -11.17219 -8.34307 -0.15 0.07 0.18
H -5.50919 -12.59296 -8.18453 -0.10 0.15 0.18
C -0.71765 -0.84132 5.86443 0.29 -0.04 0.14
C -2.00141 -0.70627 5.17022 -0.13 0.03 -0.01
N -3.00960 -0.60066 4.62406 0.46 0.00 0.47
H -0.43239 0.08680 6.36567 -0.21 -0.02 -0.13
H -0.75312 -1.62410 6.62598 -0.20 0.06 -0.15
H 0.08824 -1.09769 5.17236 -0.24 0.03 -0.08
C 12.13297 4.06746 3.32412 0.06 -0.11 -0.32
C 11.82609 4.40395 4.71707 0.03 -0.01 0.10
N 11.58431 4.66863 5.81179 0.70 -0.20 -0.70
H 11.96603 4.91827 2.65907 -0.04 0.01 0.25
H 13.17520 3.76162 3.20493 -0.09 0.07 0.23
H 11.50972 3.24569 2.96304 -0.05 0.09 0.25
C 4.19339 6.72549 -4.57417 -0.15 -0.20 -0.19
C 4.91769 7.53894 -3.59296 0.06 0.07 0.07
N 5.48658 8.17783 -2.82199 -0.26 -0.31 -0.35
H 4.85994 6.03212 -5.09296 0.09 0.16 0.18
H 3.40862 6.12836 -4.10214 0.15 0.16 0.14
H 3.71460 7.34532 -5.33630 0.12 0.11 0.19
C 8.95203 9.06390 4.95948 0.14 0.15 -0.25
C 8.34325 8.28422 6.04085 -0.10 0.11 0.15
N 7.86464 7.67112 6.89042 0.17 0.83 -0.37
H 9.94518 8.68716 4.70247 -0.13 -0.11 0.19
H 8.34665 9.03079 4.05032 -0.08 -0.12 0.21
H 9.06497 10.11480 5.23642 -0.10 -0.17 0.16
C -4.20350 -11.43257 2.04565 0.15 -0.14 -0.25
C -4.89932 -10.78485 3.16192 -0.05 0.04 0.08
N -5.44580 -10.27469 4.03792 0.26 -0.20 -0.43
H -4.67693 -11.20113 1.08828 -0.08 0.08 0.21
H -3.16187 -11.10893 1.97937 -0.16 0.09 0.17
H -4.19962 -12.52008 2.15140 -0.11 0.15 0.16
```
Positions in Å, forces in eV/Å.

Its HOMO-LUMO gap is 7.01 eV. The value obtained for the LUMO energy is -0.80 eV. The calculation puts the HOMO energy at -7.807 eV. Its net charge is 0. Its electronic energy is -3618.3271 Eh.


> Which value of electronic energy does entry 2 give?

-1393.0125 Eh